Entry 1:
Density functional theory data (ωB97M-V with the def2-TZVPD basis set) for a molecular structure, C26H32AlF5N3O4P2S at a distorted geometry.

Values from the calculation:
- HOMO energy: -12.02 eV
- E: -89739.3004 eV
- Orbital gap: 9.508 eV
- Net charge: +1
- Energy relative to the best compared isomer or geometry (same formula, charge and spin): 0.902 eV

```
74
C26H32AlF5N3O4P2S (ωB97M-V with the def2-TZVPD basis set)
Al -0.533 -0.263 1.666
O -2.163 -2.937 3.401
S -1.860 -2.236 2.218
O -2.334 -0.827 2.088
O -0.358 -2.046 1.932
C -2.542 -3.032 0.801
C -3.276 -4.193 0.951
C -3.904 -4.739 -0.157
C -3.750 -4.132 -1.395
C -2.975 -2.993 -1.539
C -2.380 -2.404 -0.424
P -1.393 -0.860 -0.599
C -2.653 0.301 -1.203
C -3.053 1.259 -0.271
C -4.051 2.160 -0.588
C -4.646 2.117 -1.839
C -4.241 1.178 -2.775
C -3.251 0.263 -2.460
C -0.316 -1.467 -1.942
C -0.141 -0.893 -3.195
C 0.711 -1.496 -4.111
C 1.400 -2.650 -3.778
C 1.256 -3.203 -2.514
C 0.409 -2.609 -1.600
H -3.344 -4.634 1.932
H -4.488 -5.640 -0.054
H -4.229 -4.559 -2.262
H -2.822 -2.569 -2.521
H -2.584 1.262 0.713
H -4.362 2.894 0.139
H -5.422 2.824 -2.089
H -4.699 1.153 -3.753
H -2.950 -0.472 -3.190
H -0.652 0.019 -3.459
H 0.831 -1.065 -5.093
H 2.052 -3.117 -4.499
H 1.799 -4.091 -2.238
H 0.296 -3.020 -0.605
C 2.780 -0.220 -1.339
N 2.393 1.106 -0.902
C 2.614 2.162 -1.865
P 2.105 1.393 0.702
O 0.855 0.597 1.095
N 3.381 0.829 1.582
C 3.296 0.900 3.033
C 4.739 0.789 1.070
N 1.850 3.001 0.941
C 3.011 3.873 1.060
C 0.565 3.670 0.988
H 2.227 -0.477 -2.243
H 2.540 -0.933 -0.553
H 3.848 -0.284 -1.569
H 2.066 1.936 -2.781
H 3.673 2.280 -2.115
H 2.237 3.097 -1.460
H 2.297 1.210 3.322
H 4.011 1.628 3.423
H 3.503 -0.076 3.470
H 4.741 0.975 0.001
H 5.176 -0.192 1.265
H 5.363 1.544 1.557
H 3.905 3.350 0.725
H 3.163 4.205 2.090
H 2.874 4.757 0.432
H -0.220 2.939 0.819
H 0.504 4.446 0.218
H 0.413 4.131 1.965
F -2.006 1.501 3.672
C -0.779 0.999 3.349
F 0.045 2.113 3.382
C -0.290 0.110 4.501
F -1.213 -0.739 4.931
F 0.736 -0.648 3.995
F 0.218 0.746 5.552
```

Entry 2:
Density functional theory data (ωB97M-V with the def2-TZVPD basis set) for C12H16N4OS in the gas phase.

Values from the calculation:
- HOMO energy: -7.75 eV
- E: -31548.5570 eV
- Orbital gap: 8.234 eV
- SMILES: CCCCNC(=S)Nc1ccc2[nH]c(=O)[nH]c2c1
- Energy relative to the best compared isomer or geometry (same formula, charge and spin): 0.000 eV

```
34
C12H16N4OS (ωB97M-V with the def2-TZVPD basis set)
C 4.709 -1.403 -1.721
C 4.812 0.098 -1.482
C 5.300 0.450 -0.076
C 4.308 0.075 1.026
N 3.059 0.781 0.887
C 1.861 0.204 0.633
S 1.693 -1.440 0.611
N 0.857 1.099 0.415
C -0.512 0.943 0.185
C -1.204 2.092 -0.217
C -2.566 2.083 -0.464
C -3.236 0.888 -0.300
N -4.558 0.527 -0.454
C -4.730 -0.810 -0.159
O -5.761 -1.436 -0.194
N -3.478 -1.277 0.187
C -2.547 -0.267 0.108
C -1.191 -0.261 0.360
H 5.654 -1.892 -1.492
H 4.464 -1.600 -2.762
H 3.931 -1.845 -1.105
H 3.835 0.556 -1.656
H 5.510 0.529 -2.204
H 6.239 -0.069 0.121
H 5.498 1.525 -0.023
H 4.082 -0.992 0.997
H 4.742 0.313 2.004
H 3.129 1.789 0.845
H 1.148 2.069 0.371
H -0.659 3.018 -0.340
H -3.078 2.980 -0.773
H -5.310 1.129 -0.743
H -3.292 -2.230 0.445
H -0.677 -1.152 0.674
```

Entry 3:
Density functional theory data (ωB97M-V with the def2-TZVPD basis set) for a molecular structure, C62H87BrKN9O4P2SSeSi at a distorted geometry.

Values from the calculation:
- HOMO energy: -1.55 eV
- E: -276319.9308 eV
- Orbital gap: 4.958 eV
- Net charge: -2
- Energy relative to the best compared isomer or geometry (same formula, charge and spin): 0.000 eV

```
169
C62H87BrKN9O4P2SSeSi (ωB97M-V with the def2-TZVPD basis set)
K -0.040 -0.693 -0.648
C -0.632 -4.593 4.090
C -1.385 -3.556 3.298
C -2.759 -3.387 3.372
C -3.381 -2.422 2.595
C -2.581 -1.662 1.755
Br -3.386 -0.364 0.646
N -1.270 -1.790 1.667
C -0.694 -2.718 2.432
H -1.312 -5.323 4.533
H -0.058 -4.131 4.897
H 0.076 -5.117 3.446
H -3.350 -4.014 4.032
H -4.451 -2.268 2.617
H 0.380 -2.826 2.334
C 7.582 -4.879 -1.765
C 6.148 -4.593 -1.396
C 5.436 -5.446 -0.563
C 4.115 -5.173 -0.213
C 3.503 -4.035 -0.705
C 4.199 -3.171 -1.547
C 5.509 -3.453 -1.886
S 1.813 -3.643 -0.299
O 1.106 -3.720 -1.562
O 1.433 -4.618 0.716
N 1.763 -2.161 0.172
C 2.356 -1.695 1.333
C 3.295 -2.394 2.119
C 3.809 -1.790 3.248
C 3.400 -0.509 3.595
C 2.465 0.097 2.772
N 1.941 -0.467 1.691
H 7.935 -5.799 -1.298
H 8.238 -4.067 -1.445
H 7.697 -4.983 -2.846
H 5.919 -6.337 -0.175
H 3.555 -5.830 0.440
H 3.704 -2.287 -1.929
H 6.048 -2.778 -2.544
H 3.603 -3.394 1.848
H 4.534 -2.320 3.856
H 3.792 0.005 4.463
H 2.120 1.103 2.979
C -1.291 0.620 5.258
C -1.148 2.084 4.809
C 0.283 2.497 5.166
C -2.106 2.965 5.611
P -1.407 2.092 2.915
C -3.219 2.471 2.860
C -3.818 3.601 2.303
C -5.200 3.766 2.301
C -6.026 2.805 2.861
C -5.454 1.654 3.390
C -4.079 1.490 3.368
C -0.608 3.596 2.145
C -1.089 3.556 0.661
C -0.897 4.944 2.828
C 0.919 3.414 2.076
H -1.048 0.544 6.325
H -0.611 -0.027 4.700
H -2.300 0.232 5.124
H 0.433 2.321 6.238
H 0.473 3.552 4.972
H 1.024 1.906 4.629
H -1.834 2.914 6.673
H -3.146 2.650 5.514
H -2.043 4.010 5.299
H -3.218 4.361 1.828
H -5.626 4.650 1.842
H -7.102 2.935 2.859
H -6.081 0.867 3.793
H -3.666 0.555 3.722
H -2.013 3.007 0.479
H -0.323 3.089 0.039
H -1.239 4.572 0.284
H -1.919 5.057 3.189
H -0.696 5.758 2.123
H -0.231 5.091 3.682
H 1.220 2.514 1.537
H 1.395 3.436 3.055
H 1.336 4.237 1.490
C 5.635 3.440 -0.539
Si 3.783 3.678 -0.925
C 3.745 3.801 -2.835
C 3.412 5.450 -0.349
O 2.845 2.574 -0.295
H 6.273 4.195 -1.017
H 5.959 2.449 -0.886
H 5.809 3.476 0.542
H 3.914 4.822 -3.196
H 2.770 3.466 -3.206
H 4.507 3.157 -3.292
H 4.125 6.180 -0.751
H 3.440 5.509 0.745
H 2.406 5.745 -0.669
C -2.857 5.499 -7.638
C -2.949 4.600 -6.430
C -3.971 3.673 -6.287
C -4.064 2.833 -5.177
C -5.204 1.856 -5.103
C -3.107 2.902 -4.142
Se -3.242 1.783 -2.598
C -2.055 3.838 -4.292
C -0.978 3.992 -3.250
C -2.001 4.658 -5.416
H -3.679 5.306 -8.330
H -1.921 5.348 -8.183
H -2.899 6.556 -7.359
H -4.727 3.595 -7.067
H -5.815 1.910 -6.008
H -5.828 2.050 -4.227
H -4.831 0.837 -4.971
H -0.862 3.078 -2.671
H -1.234 4.786 -2.541
H -0.024 4.253 -3.713
H -1.178 5.366 -5.501
N 6.018 1.066 -5.046
C 6.862 1.030 -6.133
C 8.119 1.576 -6.371
C 8.680 1.332 -7.611
C 8.008 0.568 -8.579
C 6.755 0.034 -8.331
C 6.171 0.273 -7.088
N 4.935 -0.127 -6.592
C 4.889 0.367 -5.384
C 3.782 0.266 -4.418
C 2.465 0.172 -4.846
C 1.468 0.176 -3.882
N 1.718 0.249 -2.573
C 2.984 0.325 -2.169
C 4.043 0.334 -3.060
H 6.131 1.598 -4.200
H 8.635 2.168 -5.626
H 9.657 1.739 -7.839
H 8.480 0.399 -9.538
H 6.228 -0.551 -9.074
H 2.233 0.132 -5.901
H 0.422 0.159 -4.172
H 3.135 0.464 -1.102
H 5.055 0.414 -2.678
C -5.108 -3.894 -1.466
N -4.128 -2.856 -1.707
C -4.728 -1.623 -2.219
P -2.556 -3.102 -2.195
O -1.624 -2.069 -1.672
N -2.301 -4.676 -1.712
C -1.334 -5.495 -2.450
C -2.113 -4.824 -0.259
N -2.527 -3.113 -3.841
C -1.616 -2.281 -4.608
C -3.478 -3.885 -4.604
H -5.696 -3.652 -0.574
H -4.628 -4.858 -1.317
H -5.811 -3.981 -2.307
H -5.212 -1.798 -3.190
H -3.991 -0.833 -2.352
H -5.481 -1.253 -1.520
H -1.501 -5.402 -3.521
H -1.496 -6.540 -2.171
H -0.302 -5.222 -2.223
H -2.755 -4.127 0.282
H -1.075 -4.640 0.033
H -2.387 -5.841 0.038
H -2.177 -1.636 -5.290
H -0.914 -2.891 -5.188
H -1.052 -1.649 -3.930
H -4.106 -4.483 -3.944
H -2.968 -4.571 -5.291
H -4.127 -3.234 -5.201
```